Entry from the OMol25 dataset: C24H28Cl3N5O5V as an isolated structure at a distorted geometry (the ωB97M-V functional and the def2-TZVPD basis).

```
66
Properties=species:S:1:pos:R:3:nbo_charge:R:1
O -1.529 4.212 1.679 -0.484
V -2.024 2.780 2.045 1.662
C -2.293 -1.339 3.128 -0.619
C -2.850 -0.258 2.221 0.098
C -4.244 -0.612 1.731 -0.639
O -2.906 0.995 2.851 -0.879
H -2.983 -1.359 3.978 0.202
H -1.282 -1.177 3.491 0.219
H -2.430 -2.263 2.570 0.213
H -2.162 -0.223 1.356 0.132
H -4.835 0.128 1.194 0.205
H -4.825 -0.935 2.605 0.212
H -4.287 -1.551 1.169 0.210
N 0.410 1.244 0.455 0.750
O 0.342 0.353 -0.380 -0.461
O 1.443 1.702 0.897 -0.402
O -0.706 1.814 0.790 -0.624
N -4.063 -2.370 -2.552 -0.424
C -3.443 -2.869 -3.619 0.024
C -2.106 -2.664 -3.871 -0.255
C -1.327 -1.977 -2.932 -0.158
C -1.981 -1.459 -1.829 -0.277
C -3.344 -1.725 -1.651 0.022
H -4.000 -3.470 -4.329 0.192
H -1.622 -3.091 -4.740 0.218
H -0.265 -1.856 -3.102 0.226
H -1.423 -0.891 -1.095 0.232
H -3.870 -1.231 -0.845 0.193
N -3.571 2.717 0.554 -0.475
C -4.629 3.531 0.430 0.068
C -5.510 3.551 -0.636 -0.252
C -5.186 2.822 -1.768 -0.119
C -4.100 1.966 -1.672 -0.239
C -3.406 1.870 -0.489 0.060
H -4.805 4.200 1.265 0.207
H -6.305 4.281 -0.646 0.237
H -5.839 2.824 -2.630 0.234
H -3.846 1.289 -2.475 0.248
H -2.542 1.224 -0.405 0.250
N 6.372 -1.505 1.832 -0.416
C 5.220 -0.911 1.555 0.039
C 4.761 0.235 2.204 -0.257
C 5.431 0.670 3.330 -0.181
C 6.556 -0.046 3.716 -0.267
C 7.014 -1.097 2.932 0.026
H 4.587 -1.303 0.767 0.209
H 3.853 0.703 1.845 0.228
H 5.062 1.486 3.937 0.214
H 7.095 0.234 4.612 0.212
H 7.926 -1.619 3.192 0.190
N 4.299 -0.916 -1.735 -0.424
C 3.370 -0.026 -1.375 0.030
C 3.217 1.229 -1.960 -0.251
C 4.161 1.635 -2.891 -0.172
C 5.084 0.711 -3.355 -0.274
C 5.080 -0.529 -2.744 0.037
H 2.701 -0.273 -0.560 0.202
H 2.359 1.815 -1.662 0.221
H 4.153 2.697 -3.109 0.214
H 5.789 0.966 -4.132 0.221
H 5.761 -1.286 -3.122 0.188
C 0.845 -2.533 0.774 -0.297
Cl -0.497 -3.574 1.216 0.023
Cl 1.946 -3.383 -0.329 0.012
Cl 1.708 -1.852 2.154 0.020
H 0.492 -1.709 0.165 0.244
```

The spin multiplicity is 2. The energy above the lowest of the compared OMol25 structures with the same formula, charge and spin comes out at 16.1 kcal per mole. The value obtained for the HOMO-LUMO gap (spin up / spin down) is 7.20 / 7.57 eV. The calculation puts the total energy at -3905.7268 Ha. Its HOMO energy (spin up / spin down) is -8.98 / -8.98 eV.



Entry from the OMol25 dataset: C24H28Cl4N2O9PS2W as an isolated structure at a distorted geometry (the ωB97M-V functional and the def2-TZVPD basis).

```
71
Properties=species:S:1:pos:R:3:mulliken_charge:R:1
W 0.698 0.648 0.083 1.051
Cl 2.613 -3.989 4.846 -0.252
C 1.908 -2.637 4.052 0.460
C 1.147 -1.716 4.770 0.555
Cl 0.898 -1.942 6.453 -0.243
C 0.565 -0.622 4.127 -0.116
Cl -0.400 0.513 4.984 -0.243
C 0.729 -0.447 2.757 -0.805
O 0.187 0.491 2.010 0.283
C 1.499 -1.400 2.017 -0.323
O 1.535 -1.169 0.709 -0.514
C 2.076 -2.472 2.673 0.227
Cl 2.972 -3.618 1.755 -0.253
O -0.003 2.445 0.610 -0.800
S -1.492 2.449 0.845 2.016
O -1.862 2.965 2.137 -0.812
O -1.991 1.091 0.624 -0.688
C -1.935 3.605 -0.393 -0.162
C -2.473 4.828 -0.001 -0.535
C -2.399 5.943 -0.799 -0.602
C -1.671 5.887 -2.024 -0.580
C -1.046 4.727 -2.386 -0.888
C -1.171 3.562 -1.619 0.040
S -0.175 2.223 -2.069 1.604
O -0.133 2.160 -3.518 -0.799
O 1.220 2.183 -1.515 -0.724
O -0.748 0.972 -1.481 -0.239
H -2.954 4.869 0.965 0.499
H -2.832 6.877 -0.482 0.399
H -1.585 6.774 -2.631 0.389
H -0.431 4.653 -3.270 0.471
C 3.106 2.846 0.533 -1.583
C 2.464 1.475 0.813 0.694
O 2.941 0.841 1.791 -0.652
H 4.047 2.954 1.075 0.438
H 2.408 3.618 0.862 0.269
H 3.267 2.991 -0.532 0.278
C 4.031 -0.666 -0.763 -1.316
C 2.951 -0.791 -1.768 0.251
N 1.670 -0.383 -1.670 0.934
C 1.098 -0.657 -2.892 -0.599
C 2.006 -1.229 -3.722 -0.931
N 3.178 -1.314 -3.011 -0.052
H 3.682 -0.971 0.224 0.112
H 4.349 0.375 -0.678 0.133
H 4.878 -1.287 -1.050 0.538
H 0.082 -0.398 -3.108 0.415
H 1.919 -1.586 -4.725 0.441
H 4.052 -1.677 -3.347 0.216
C -2.561 -1.318 -2.516 -1.093
C -2.745 -1.458 -1.012 -0.960
P -1.169 -1.398 -0.018 1.738
C -0.445 -3.085 -0.501 -0.153
C -1.105 -4.366 0.003 -1.666
C -1.897 -1.766 1.671 -0.500
C -3.260 -2.453 1.773 -1.624
H -3.522 -1.423 -3.020 0.432
H -1.894 -2.089 -2.899 0.238
H -2.148 -0.342 -2.758 0.082
H -3.237 -2.410 -0.805 0.523
H -3.360 -0.639 -0.636 0.509
H 0.592 -3.077 -0.156 0.174
H -0.403 -3.102 -1.595 0.458
H -1.116 -4.387 1.089 0.338
H -0.524 -5.223 -0.335 0.443
H -2.121 -4.484 -0.369 0.329
H -1.990 -0.785 2.142 0.349
H -1.150 -2.340 2.229 0.335
H -4.032 -1.842 1.314 0.325
H -3.512 -2.575 2.826 0.465
H -3.275 -3.438 1.313 0.258
```

The value obtained for the HOMO-LUMO gap (spin up / spin down) is 5.32 / 5.32 eV. The total charge is -1. The calculation puts the total energy at -4763.7405 Ha. Its HOMO energy (spin up / spin down) is -3.51 / -3.51 eV.



Entry from the OMol25 dataset: C24H28CoF8N8O16S8 as an isolated structure at a distorted geometry (the ωB97M-V functional and the def2-TZVPD basis).

```
93
Properties=species:S:1:pos:R:3:mulliken_spin:R:1
Co -0.533 0.184 2.569 2.720
C -4.183 -1.737 -3.511 0.000
N -4.721 -1.266 -2.243 0.000
C -5.696 -0.380 -2.179 0.000
C -6.265 0.088 -0.978 0.000
C -5.871 -0.527 0.217 0.000
C -4.893 -1.482 0.159 -0.001
C -4.265 -1.812 -1.102 0.001
C -6.394 -0.102 1.533 -0.001
C -6.412 -0.943 2.648 0.000
C -6.876 -0.566 3.932 0.000
N -7.380 0.684 4.118 0.000
C -7.482 1.508 3.039 0.000
C -6.971 1.122 1.745 0.000
C -7.804 1.063 5.513 0.000
H -4.959 -1.893 -4.260 0.000
H -3.817 -2.762 -3.444 0.000
H -3.449 -1.025 -3.889 0.000
H -5.986 -0.010 -3.152 0.000
H -6.977 0.891 -0.856 0.000
H -4.518 -1.978 1.042 0.001
H -3.452 -2.520 -1.172 0.000
H -6.043 -1.958 2.600 0.000
H -6.634 -1.184 4.784 0.000
H -7.852 2.514 3.170 0.000
H -7.188 1.841 0.969 0.000
H -8.415 0.259 5.925 0.000
H -8.423 1.960 5.519 0.000
H -6.818 1.183 5.962 0.000
C 10.834 0.775 -7.487 0.000
N 9.687 0.648 -6.533 0.000
C 8.673 1.514 -6.547 0.000
C 7.635 1.393 -5.630 0.000
C 7.540 0.339 -4.718 0.000
C 8.559 -0.580 -4.763 0.000
C 9.594 -0.484 -5.735 0.000
C 6.273 0.092 -3.848 0.000
C 6.371 -0.066 -2.464 0.000
C 5.204 -0.241 -1.682 0.000
N 3.962 -0.325 -2.320 0.000
C 3.849 -0.200 -3.662 0.000
C 4.993 0.071 -4.404 0.000
C 2.792 -0.667 -1.471 0.001
H 11.727 0.243 -7.156 0.000
H 11.111 1.829 -7.484 0.000
H 10.612 0.241 -8.411 0.000
H 8.784 2.249 -7.330 0.000
H 6.805 2.072 -5.756 0.000
H 8.452 -1.500 -4.208 0.000
H 10.407 -1.178 -5.887 0.000
H 7.344 -0.088 -1.996 0.000
H 5.149 -0.324 -0.606 0.000
H 2.885 -0.019 -4.115 0.000
H 4.944 0.394 -5.434 0.000
H 2.957 -0.408 -0.425 -0.001
H 2.463 -1.693 -1.634 0.000
H 1.976 -0.007 -1.766 0.000
N -0.659 1.074 0.852 0.008
S -0.403 2.524 0.297 0.003
O -1.551 3.397 0.240 0.010
O 0.632 2.833 -0.719 0.008
F 0.297 3.076 1.648 0.003
S -1.358 0.760 -0.682 0.016
O -0.543 0.766 -1.788 0.008
O -2.785 1.002 -0.863 0.004
F -1.361 -0.860 -0.415 0.001
N 1.370 0.198 3.282 0.029
S 2.962 0.579 3.067 0.000
O 3.862 -0.407 2.454 0.006
O 3.529 1.680 3.851 0.008
F 2.594 1.493 1.842 -0.001
S 1.766 -0.618 4.534 0.003
O 2.131 0.142 5.764 0.010
O 2.246 -1.988 4.372 0.005
F 0.237 -0.919 4.879 0.008
N -1.682 1.278 3.677 0.034
S -3.347 1.400 3.230 0.012
O -3.572 2.429 2.203 0.001
O -4.402 1.129 4.240 0.005
F -3.265 -0.014 2.384 0.012
S -1.899 2.139 4.962 0.007
O -2.117 1.427 6.208 0.004
O -2.361 3.507 4.826 0.013
F -0.320 2.495 5.013 0.001
N -0.915 -1.787 2.765 0.030
S -2.085 -2.681 3.623 0.007
O -1.450 -3.316 4.765 0.006
O -3.231 -3.363 2.918 0.004
F -2.774 -1.527 4.361 0.001
S -0.463 -3.069 2.019 0.003
O -1.356 -3.454 0.922 0.003
O 0.165 -4.150 2.734 0.007
F 0.800 -2.405 1.346 0.003
```

The spin multiplicity is 4. The value obtained for the HOMO-LUMO gap (spin up / spin down) is 5.85 / 5.83 eV. The total charge is +2. The calculation puts the total energy at -7939.4995 Ha. Its HOMO energy (spin up / spin down) is -13.01 / -12.98 eV.